ORCA calculation (ωB97M-V/def2-TZVPD) on a 12-piece molecular cluster, C8H40N16O12 overall in a non-equilibrium geometry.

Each line ends with the Löwdin charge.
Geometry (Å):
1 N -1.0962 26.8091 12.5340  0.164
2 C -1.9805 27.8509 12.6209  -0.672
3 N -1.5239 29.0020 12.0278  0.146
4 O -3.0406 27.7613 13.2178  0.023
5 H -0.2014 26.8303 12.0734  0.061
6 H -1.4667 25.8904 12.7318  0.071
7 H -0.6191 29.0423 11.5975  0.056
8 H -2.1031 29.8060 11.8865  0.093
9 N 6.1773 28.4185 13.5485  0.139
10 C 5.8513 27.9607 12.2780  -0.679
11 N 5.2708 26.7327 12.2826  0.181
12 O 5.8946 28.6739 11.2854  0.026
13 H 6.5995 29.3282 13.5946  0.103
14 H 6.3269 27.7546 14.2862  0.073
15 H 4.9530 26.3769 11.3911  0.073
16 H 4.9942 26.3639 13.1728  0.065
17 N -0.8864 21.9342 11.1977  0.161
18 C -1.3620 20.8089 10.5949  -0.676
19 N -0.9130 19.6529 11.1712  0.149
20 O -2.1860 20.8656 9.6807  -0.004
21 H -1.2730 22.7877 10.8454  0.099
22 H -0.2176 21.9115 11.9435  0.050
23 H -1.0395 18.7598 10.7413  0.096
24 H -0.2090 19.7959 11.8801  0.053
25 N 3.9810 29.9807 16.3467  0.149
26 C 3.1146 28.9581 16.0591  -0.695
27 N 3.1653 28.4914 14.7679  0.171
28 O 2.2375 28.6067 16.8309  0.021
29 H 4.7166 30.3331 15.7678  0.081
30 H 3.8487 30.4193 17.2401  0.101
31 H 2.4743 27.8013 14.5293  0.099
32 H 3.8995 28.7714 14.1456  0.036
33 N 4.8817 18.6943 15.7730  0.157
34 C 4.1560 19.4538 14.9051  -0.642
35 N 4.7177 20.6700 14.6081  0.169
36 O 3.0611 19.1097 14.4945  0.029
37 H 4.5023 17.8764 16.2105  0.107
38 H 5.7959 18.9699 16.0769  0.094
39 H 4.0679 21.3099 14.1842  0.075
40 H 5.6786 20.8980 14.7555  0.095
41 N 2.2701 23.0931 13.7617  0.179
42 C 1.8878 24.0176 12.8496  -0.594
43 N 2.7273 25.0988 12.8094  0.189
44 O 0.8162 23.9646 12.2229  -0.035
45 H 3.0283 23.3814 14.3716  0.039
46 H 1.6828 22.2828 13.8942  0.070
47 H 3.6051 24.9552 13.2743  0.057
48 H 2.4772 25.9227 12.2864  0.048
49 N 3.2205 29.7360 11.6492  0.184
50 C 2.3680 28.7789 11.1867  -0.627
51 N 1.5869 29.0873 10.1092  0.168
52 O 2.2118 27.7030 11.7653  -0.014
53 H 3.1958 30.6618 11.2706  0.107
54 H 3.9649 29.4004 12.2181  0.047
55 H 1.5687 29.9427 9.5921  0.101
56 H 1.2136 28.2276 9.7232  0.106
57 N 6.1611 25.3445 15.8857  0.155
58 C 4.8250 25.0317 15.9925  -0.640
59 N 4.1250 25.8328 16.8327  0.191
60 O 4.3065 24.1031 15.3751  -0.006
61 H 6.7245 24.9083 15.1834  0.103
62 H 6.5586 25.8057 16.6828  0.099
63 H 4.4425 26.7007 17.2193  0.097
64 H 3.1386 25.6418 16.8998  0.122
65 O 4.8213 24.8345 10.0184  -0.048
66 H 4.1136 24.3727 9.5563  0.051
67 H 5.5142 24.1758 10.1293  0.047
68 O -1.3414 24.0084 13.9029  -0.080
69 H -1.0939 24.5927 14.6272  0.038
70 H -0.5186 23.9087 13.3733  -0.019
71 O 0.8191 20.4875 13.6473  -0.069
72 H 1.7214 20.1861 13.8669  0.005
73 H 0.2465 19.9960 14.2448  0.069
74 O 0.5218 25.4544 9.6131  -0.071
75 H 0.5433 24.8951 8.8289  0.035
76 H 0.4258 24.8249 10.3485  -0.003

Cartesian forces (eV/Å) of the 2 atoms listed first:
N -0.1 -0.5 0.2
C 0.3 -0.1 0.2

Properties
Total charge ... 0
Frontier orbital gap ... 0.3080 Ha
Lowest unoccupied orbital energy ... -0.379 eV
Relative energy (zero: lowest compared OMol25 entry of this formula, charge and spin) ... 61.5 kJ/mol
HOMO ... -8.760 eV
E_tot ... -2108.16309 Ha

---

ORCA calculation (ωB97M-V/def2-TZVPD) on a 12-piece molecular cluster, C8H40O16 overall in a non-equilibrium geometry.

Each line ends with the Löwdin charge.
Geometry (Å):
1 O -16.3280 10.0190 7.7330  -0.065
2 C -17.1370 9.4480 8.7340  -0.198
3 C -17.1560 10.4690 9.8650  -0.224
4 O -18.0450 10.0090 10.8760  -0.071
5 H -16.8300 10.6330 7.1900  0.109
6 H -18.1100 9.3720 8.3550  0.112
7 H -16.7260 8.4690 9.0940  0.110
8 H -17.5420 11.2980 9.3520  0.104
9 H -16.2500 10.7930 10.3060  0.098
10 H -18.1950 10.7900 11.4630  0.114
11 O -10.0800 10.9700 10.6230  -0.100
12 C -10.5890 9.8280 9.9710  -0.229
13 C -10.9180 8.6780 11.0360  -0.228
14 O -11.3890 7.5510 10.3880  -0.083
15 H -9.7610 11.6600 9.9750  0.116
16 H -11.5910 10.0800 9.5340  0.105
17 H -9.8560 9.6710 9.2100  0.100
18 H -11.5350 9.1570 11.7460  0.084
19 H -9.9770 8.4430 11.5620  0.125
20 H -12.3600 7.7910 10.2830  0.079
21 O -12.7600 5.4070 9.3750  -0.090
22 C -12.1960 4.0920 9.0590  -0.181
23 C -11.8460 3.8250 7.5690  -0.241
24 O -11.5460 2.4590 7.5020  -0.053
25 H -12.0280 6.0140 9.4280  0.035
26 H -11.2700 4.0540 9.6050  0.116
27 H -12.7290 3.2470 9.4300  0.099
28 H -10.9410 4.3520 7.3470  0.107
29 H -12.7060 4.0800 6.8580  0.139
30 H -12.3020 1.9530 7.2840  0.069
31 O -10.5700 8.1760 4.8840  -0.087
32 C -11.8820 8.3420 5.4360  -0.203
33 C -12.0800 7.8320 6.9480  -0.203
34 O -13.3170 8.2390 7.5390  -0.090
35 H -9.8620 8.4770 5.5050  0.101
36 H -12.1250 9.4540 5.5410  0.134
37 H -12.6130 7.7350 4.9270  0.106
38 H -11.3050 8.3080 7.5370  0.098
39 H -11.8250 6.8630 6.9990  0.058
40 H -13.2270 9.0780 8.0330  0.053
41 O -16.2460 6.5990 10.9590  -0.002
42 H -16.9330 6.7240 10.3470  -0.018
43 H -16.3520 7.1930 11.6580  0.008
44 O -13.9290 10.3090 11.6100  -0.034
45 H -14.4790 9.5460 11.8470  0.001
46 H -13.3380 10.4400 12.3010  0.015
47 O -14.2830 7.9330 10.0120  -0.050
48 H -15.0480 7.4040 10.2240  -0.031
49 H -14.1300 7.6730 9.1040  -0.005
50 O -15.3010 3.9070 10.6980  -0.074
51 H -15.4510 4.8680 10.6530  -0.008
52 H -14.7020 3.7140 11.4400  0.047
53 O -17.9270 6.2830 9.0320  -0.034
54 H -18.4090 5.5070 8.7970  0.054
55 H -17.0490 6.0900 8.6800  0.005
56 O -15.3390 5.9430 7.9850  -0.028
57 H -14.6150 5.4530 8.4180  0.036
58 H -15.2710 5.5720 7.1080  0.062
59 O -13.9220 10.7940 8.7800  -0.063
60 H -14.6830 10.5760 8.2840  -0.030
61 H -14.0910 10.4990 9.7140  0.016
62 O -15.9170 8.9030 12.6370  -0.029
63 H -16.8930 8.9160 12.7180  0.082
64 H -15.5980 8.2100 13.1830  0.054

Cartesian forces (eV/Å) of the 2 atoms listed first:
O 0.8 -0.3 -0.9
C 1.9 0.0 1.7

Properties
Total charge ... 0
Frontier orbital gap ... 0.3565 Ha
Lowest unoccupied orbital energy ... 0.106 eV
Relative energy (zero: lowest compared OMol25 entry of this formula, charge and spin) ... 232.1 kJ/mol
HOMO ... -9.596 eV
E_tot ... -1532.51710 Ha

---

ORCA calculation (ωB97M-V/def2-TZVPD) on C8H4Al2BrCl2NO3 as an isolated structure in a non-equilibrium geometry.

Each line ends with the Löwdin charge.
Geometry (Å):
1 Al -0.1827 -4.5173 0.0401  -0.149
2 Al -0.8356 -1.8176 0.4468  0.422
3 Cl 0.1051 -3.7243 2.0290  0.712
4 Cl -0.8133 -3.1246 -1.4914  0.804
5 C 0.8108 -0.7107 0.1295  0.117
6 C -0.9119 -6.3888 0.6416  0.104
7 C 1.1409 -5.9944 -0.6101  0.148
8 O 1.6006 0.0717 -0.2107  0.345
9 O -0.9813 -7.4893 0.9979  0.357
10 O 1.4553 -7.1093 -0.7757  0.341
11 Br -2.1223 3.5308 -1.8905  0.949
12 C -2.4992 2.0243 -0.7577  -0.563
13 C -3.5690 2.0900 0.1390  0.022
14 C -3.7063 1.0566 1.0613  0.046
15 C -2.8519 -0.0468 1.0377  -0.068
16 N -1.8552 -0.1087 0.0905  -0.066
17 C -1.5989 0.9529 -0.7361  -0.096
18 H -4.2518 2.9393 0.1528  0.158
19 H -4.5130 1.0615 1.7929  0.157
20 H -2.8581 -0.8075 1.8358  0.132
21 H -0.7198 0.9066 -1.3780  0.127

Cartesian forces (eV/Å) of the 2 atoms listed first:
Al 0.6 -2.0 0.1
Al -1.2 2.8 -0.6

Properties
Total charge ... +4
Frontier orbital gap ... 0.1183 Ha
Lowest unoccupied orbital energy ... -17.887 eV
HOMO ... -21.105 eV
E_tot ... -4565.26450 Ha

---

Question: The highest E_tot belongs to which entry?
Answer: C8H40O16

---

Question: Which of these has the highest frontier orbital gap?
Answer: C8H40O16

---

Question: total charge of number 1 (C8H40N16O12)?
Answer: 0

---

Question: Which value of lowest unoccupied orbital energy does entry 1 give?
Answer: -0.379 eV